1.
{
  "formula": "C3H5NO2",
  "method": "ωB97M-V/def2-TZVPD",
  "homo_energy_ev": -11.43,
  "total_charge": 0,
  "de_lowest_ev": 2.700,
  "gap_ev": 10.692,
  "lumo_energy_ev": -0.7,
  "elements": ["N", "C", "C", "O", "C", "O", "H", "H", "H", "H", "H"],
  "positions_angstrom": [[-2.790, -1.161, -0.836], [-1.860, -0.505, -0.632], [-0.670, 0.330, -0.386], [-0.783, 1.500, -0.108], [0.683, -0.332, -0.530], [1.691, 0.526, -0.098], [0.805, -0.604, -1.590], [0.695, -1.266, 0.049], [1.284, 1.403, 0.005], [0.789, 0.183, 1.917], [0.155, -0.074, 2.210]],
  "mulliken_charge": [-0.304, 0.032, 0.775, -0.505, -0.630, -0.519, 0.356, 0.379, 0.372, -0.098, 0.142]
}

***

2.
{
  "formula": "C27H35N4O7PPt",
  "method": "ωB97M-V/def2-TZVPD",
  "homo_energy_ev": [-5.49, -8.20],
  "spin_multiplicity": 3,
  "s_squared": 2.04,
  "total_charge": 0,
  "de_lowest_ev": 0.000,
  "gap_ev": [5.437, 7.466],
  "lumo_energy_ev": [0.0, -0.7],
  "elements": ["O", "H", "Pt", "N", "N", "N", "N", "O", "O", "O", "O", "C", "C", "C", "C", "C", "H", "H", "H", "C", "H", "H", "H", "C", "C", "H", "H", "H", "H", "H", "H", "H", "H", "C", "H", "H", "H", "O", "H", "H", "O", "P", "C", "C", "C", "C", "C", "C", "C", "C", "C", "C", "C", "C", "C", "C", "C", "C", "C", "C", "H", "H", "H", "H", "H", "H", "H", "H", "H", "H", "H", "H", "H", "H", "H"],
  "positions_angstrom": [[0.199, -1.807, -3.937], [0.345, -2.369, -4.716], [-0.027, -0.042, -0.180], [-1.530, -0.293, 1.058], [-1.541, 0.165, -1.405], [1.418, 0.035, 1.153], [1.528, 0.339, -1.297], [-1.358, -0.620, 2.290], [1.213, -0.163, 2.475], [1.422, 0.426, -2.638], [-1.341, 0.359, -2.651], [-2.786, 0.163, -0.841], [-2.768, -0.026, 0.557], [2.628, 0.430, 0.729], [2.700, 0.563, -0.684], [-3.893, 0.024, 1.520], [-3.792, 0.903, 2.175], [-3.910, -0.867, 2.165], [-4.856, 0.094, 0.999], [-3.940, 0.509, -1.711], [-3.947, -0.095, -2.630], [-3.928, 1.570, -2.016], [-4.881, 0.331, -1.179], [3.720, 0.748, 1.684], [3.915, 0.970, -1.433], [3.574, 0.253, 2.646], [3.798, 1.828, 1.876], [4.690, 0.436, 1.282], [3.687, 1.261, -2.460], [4.663, 0.169, -1.470], [4.411, 1.814, -0.940], [0.204, -0.391, 2.518], [0.422, 0.361, -2.826], [0.017, -2.665, -2.803], [-0.956, -2.427, -2.361], [0.810, -2.470, -2.072], [0.039, -3.729, -3.097], [0.244, -3.989, 1.093], [1.030, -3.407, 1.105], [-0.478, -3.386, 1.362], [-0.147, 2.569, 0.553], [-0.563, 3.506, 1.661], [-2.182, 4.178, 1.283], [-2.924, 4.906, 2.226], [-4.229, 5.309, 1.931], [-4.795, 5.022, 0.688], [-4.040, 4.341, -0.271], [-2.741, 3.927, 0.017], [-0.667, 2.690, 3.277], [0.523, 2.444, 3.980], [0.486, 1.911, 5.267], [-0.735, 1.594, 5.860], [-1.918, 1.796, 5.149], [-1.893, 2.351, 3.867], [0.731, 4.738, 1.806], [1.874, 4.632, 0.994], [2.985, 5.435, 1.248], [2.965, 6.354, 2.300], [1.809, 6.498, 3.071], [0.693, 5.696, 2.826], [-2.496, 5.146, 3.201], [-4.807, 5.851, 2.680], [-5.815, 5.335, 0.460], [-4.460, 4.136, -1.256], [-2.149, 3.400, -0.735], [1.481, 2.717, 3.534], [1.418, 1.745, 5.805], [-0.764, 1.192, 6.872], [-2.877, 1.518, 5.588], [-2.831, 2.549, 3.342], [1.888, 3.907, 0.179], [3.876, 5.331, 0.628], [3.849, 6.955, 2.518], [1.780, 7.230, 3.879], [-0.198, 5.806, 3.444]],
  "mulliken_charge": [-0.484, 0.311, -0.682, 1.147, 0.634, 0.621, 0.547, -0.847, -0.535, -0.583, -0.827, 0.063, 0.629, 0.671, 0.555, -1.232, 0.028, 0.294, 0.352, -1.634, 0.360, 0.197, 0.426, -1.833, -1.776, 0.404, 0.225, 0.472, 0.403, 0.324, 0.363, 0.564, 0.526, -0.353, 0.070, 0.066, 0.454, -0.650, 0.324, 0.339, -0.475, 1.721, 0.225, -0.310, -0.654, -0.561, -0.632, -0.288, 0.628, -0.733, -0.534, -0.658, -0.707, -0.257, 0.095, -0.185, -0.634, -0.479, -0.675, -0.340, 0.253, 0.389, 0.400, 0.404, 0.369, 0.295, 0.421, 0.391, 0.413, 0.350, 0.429, 0.413, 0.379, 0.392, 0.220]
}

***

3.
{
  "formula": "C6H10",
  "method": "ωB97M-V/def2-TZVPD",
  "homo_energy_ev": -7.73,
  "total_charge": 0,
  "de_lowest_ev": 4.242,
  "gap_ev": 7.967,
  "lumo_energy_ev": 0.2,
  "elements": ["C", "C", "C", "C", "C", "C", "H", "H", "H", "H", "H", "H", "H", "H", "H", "H"],
  "positions_angstrom": [[-1.385, 0.860, 1.533], [-0.487, 0.187, 0.545], [-0.685, -1.005, -0.059], [0.466, -1.449, -0.840], [1.488, -0.336, -0.670], [0.807, 0.814, 0.097], [-1.683, 1.847, 1.165], [-2.286, 0.277, 1.731], [-0.862, 1.021, 2.481], [-1.581, -1.608, 0.078], [0.154, -1.658, -2.175], [-0.174, -1.007, -2.611], [2.294, -0.765, -0.065], [1.942, -0.044, -1.616], [0.594, 1.685, -0.537], [1.397, 1.181, 0.944]],
  "mulliken_charge": [-1.258, 0.670, -0.509, -0.415, -0.448, -0.566, 0.299, 0.321, 0.310, 0.375, -0.071, 0.103, 0.285, 0.360, 0.261, 0.285]
}

***

4.
{
  "formula": "C19H12AsI2IrN3OS4Se2",
  "method": "ωB97M-V/def2-TZVPD",
  "homo_energy_ev": -3.98,
  "total_charge": -1,
  "de_lowest_ev": 2.337,
  "gap_ev": 5.174,
  "lumo_energy_ev": 1.2,
  "elements": ["Ir", "Se", "Se", "C", "C", "C", "C", "C", "N", "C", "C", "C", "C", "C", "N", "H", "H", "H", "H", "H", "H", "H", "H", "I", "C", "C", "C", "I", "C", "C", "C", "C", "N", "C", "C", "O", "H", "H", "H", "H", "S", "As", "S", "S", "S"],
  "positions_angstrom": [[0.453, -0.377, 0.062], [1.759, -2.207, 2.897], [3.425, -2.206, 1.271], [2.319, -2.708, -0.217], [2.830, -3.465, -1.258], [1.943, -3.999, -2.174], [0.581, -3.812, -1.995], [0.157, -3.015, -0.955], [1.021, -2.425, -0.106], [1.508, -0.313, 2.934], [1.477, 0.321, 4.167], [1.472, 1.695, 4.201], [1.562, 2.403, 3.008], [1.541, 1.705, 1.836], [1.474, 0.353, 1.780], [3.895, -3.643, -1.325], [2.308, -4.585, -3.008], [-0.143, -4.252, -2.665], [-0.890, -2.810, -0.766], [1.439, -0.271, 5.067], [1.409, 2.214, 5.148], [1.597, 3.484, 2.991], [1.592, 2.205, 0.879], [0.305, -1.178, -5.131], [-0.638, 0.216, -3.904], [-1.654, 1.040, -4.434], [-2.290, 1.948, -3.637], [-3.822, 3.090, -4.476], [-1.915, 2.105, -2.275], [-2.521, 2.989, -1.346], [-2.055, 3.061, -0.072], [-0.967, 2.259, 0.317], [-0.402, 1.400, -0.504], [-0.876, 1.300, -1.795], [-0.262, 0.291, -2.583], [0.622, -0.486, -1.988], [-1.936, 0.932, -5.471], [-3.366, 3.588, -1.659], [-2.516, 3.695, 0.671], [-0.596, 2.309, 1.330], [-0.851, -1.894, 4.374], [-1.991, -0.490, 3.212], [-1.451, -1.133, 1.087], [-1.510, 1.567, 3.565], [-4.037, -0.901, 2.946]],
  "mulliken_charge": [1.159, 0.199, -0.135, 0.472, -0.873, -0.246, -0.966, 0.095, -0.133, -0.535, -0.366, -0.278, -0.633, -0.711, 0.340, 0.402, 0.392, 0.457, 0.405, 0.418, 0.345, 0.384, 0.905, 0.019, -0.302, -0.331, -0.225, 0.050, 1.018, -0.657, -1.131, 0.177, 0.329, -0.472, 0.670, -1.034, 0.327, 0.201, 0.464, 0.248, -0.540, 0.549, -0.408, -0.503, -0.545]
}